[1]
Below is a molecular structure, C15H40InO11S3Si at a distorted geometry, with properties calculated with wB97M-V/def2-TZVPD.

The spin multiplicity is 1. The charge is -1.

Each line ends with the Löwdin charge.
Atoms and positions in Å:
C -1.051 -2.082 0.472  -0.276
Si -0.501 -0.225 0.767  0.347
C 0.490 0.380 -0.772  -0.293
C 0.481 -0.168 2.431  -0.297
In -2.608 1.291 0.920  0.256
C -4.367 -0.129 0.443  -0.334
C -4.243 -0.391 -1.203  -0.290
O -3.757 -1.777 -1.482  -0.153
C -4.889 -2.683 -1.733  -0.148
O -4.727 -3.993 -1.398  -0.105
H -1.034 -2.255 -0.688  0.030
H -0.212 -2.733 0.965  0.026
H -2.135 -2.291 0.863  0.025
H 1.628 0.532 -0.531  0.002
H 0.356 -0.440 -1.629  0.040
H -0.035 1.365 -1.193  0.031
H -0.013 -0.961 3.174  0.030
H 0.416 0.866 2.984  0.038
H 1.583 -0.520 2.238  0.013
H -2.642 2.530 -0.427  -0.120
H -2.748 2.055 2.546  -0.133
H -4.111 -1.168 0.955  0.028
H -5.403 0.312 0.761  0.018
H -3.392 0.319 -1.649  0.092
H -5.282 -0.154 -1.685  0.103
H -5.898 -2.281 -2.174  0.151
O -1.987 -1.148 4.783  -0.288
S -3.069 -0.453 5.447  0.605
O -3.254 0.977 5.325  -0.301
O -3.064 -0.847 7.028  -0.274
C -1.866 -0.671 7.770  -0.285
C -1.656 0.784 8.145  -0.081
C -4.597 -1.253 5.025  -0.115
H -1.005 -1.067 7.221  0.116
H -1.966 -1.265 8.685  0.118
H -1.455 1.393 7.259  0.074
H -0.808 0.889 8.827  0.076
H -2.551 1.195 8.623  0.083
H -4.485 -2.329 5.168  0.073
H -4.815 -1.035 3.977  0.076
H -5.392 -0.855 5.660  0.072
O 3.863 0.252 -0.535  -0.293
S 5.031 0.791 0.129  0.625
O 5.146 2.195 0.463  -0.283
O 6.364 0.338 -0.691  -0.269
C 6.438 0.621 -2.081  -0.280
C 6.794 2.075 -2.331  -0.078
C 5.338 -0.161 1.595  -0.120
H 5.506 0.349 -2.585  0.109
H 7.227 -0.016 -2.495  0.122
H 5.982 2.737 -2.017  0.073
H 6.981 2.249 -3.395  0.078
H 7.684 2.360 -1.761  0.084
H 5.309 -1.222 1.340  0.076
H 4.555 0.071 2.319  0.076
H 6.313 0.116 1.999  0.072
O -0.184 1.098 -4.198  -0.277
S 0.841 1.182 -5.216  0.620
O 0.996 2.350 -6.057  -0.297
O 0.754 -0.139 -6.166  -0.271
C -0.488 -0.461 -6.773  -0.279
C -0.756 0.412 -7.985  -0.082
C 2.410 0.817 -4.471  -0.125
H -1.306 -0.395 -6.048  0.119
H -0.425 -1.507 -7.094  0.122
H -0.921 1.452 -7.690  0.071
H -1.644 0.067 -8.521  0.077
H 0.100 0.401 -8.668  0.082
H 2.317 -0.096 -3.879  0.075
H 2.681 1.655 -3.826  0.079
H 3.156 0.696 -5.258  0.069

***

[2]
Below is 13 unconnected molecules or ions with the total composition C75H94N2O27 at a distorted geometry, with properties calculated with wB97M-V/def2-TZVPD.

The spin multiplicity is 1.

Each line ends with the Löwdin charge.
Atoms and positions in Å:
C 4.125 2.041 1.434  -0.099
O 3.088 1.903 2.404  -0.183
C 3.557 1.223 3.557  -0.189
C 2.431 1.276 4.683  -0.231
N 2.333 2.528 5.336  -0.036
C 1.061 2.778 6.099  -0.133
C 1.270 4.096 6.923  -0.183
O 1.205 5.265 6.097  -0.242
C 0.916 6.420 6.810  -0.118
H 3.696 2.128 0.436  0.082
H 4.859 1.235 1.445  0.082
H 4.819 2.832 1.721  0.086
H 4.468 1.649 3.976  0.126
H 3.736 0.156 3.421  0.105
H 2.784 0.513 5.377  0.092
H 1.507 0.834 4.309  0.118
H 2.255 3.009 4.451  0.077
H 0.935 1.939 6.784  0.120
H 0.139 3.034 5.577  0.116
H 2.211 4.251 7.450  0.124
H 0.419 4.100 7.604  0.114
H 0.013 6.430 7.420  0.095
H 0.712 7.199 6.075  0.091
H 1.820 6.761 7.315  0.093
C 0.399 -1.529 1.699  -0.080
O 0.537 -2.843 1.191  -0.202
C -0.344 -3.110 0.071  -0.169
C -0.281 -2.278 -1.243  -0.165
N 1.103 -1.951 -1.624  -0.037
C 1.268 -0.903 -2.656  -0.152
C 1.157 0.517 -2.107  -0.201
O -0.037 0.715 -1.430  -0.230
C -0.049 1.684 -0.444  -0.098
H 0.378 -0.865 0.836  0.067
H 1.046 -1.233 2.526  0.084
H -0.600 -1.492 2.133  0.073
H -1.338 -2.956 0.490  0.097
H -0.240 -4.183 -0.093  0.112
H -0.873 -1.398 -0.991  0.083
H -0.697 -2.930 -2.011  0.099
H 1.622 -1.718 -0.789  0.111
H 0.591 -1.035 -3.500  0.096
H 2.310 -0.996 -2.963  0.106
H 1.149 1.314 -2.850  0.127
H 1.895 0.670 -1.320  0.122
H 0.195 1.292 0.543  0.089
H -1.117 1.820 -0.276  0.077
H 0.375 2.657 -0.692  0.077
C 2.353 -4.841 -5.928  0.019
C 2.067 -4.236 -4.629  0.019
C 1.946 -5.100 -3.588  -0.397
C 2.282 -6.388 -3.675  -0.009
C 2.755 -6.925 -4.923  0.001
C 2.803 -6.172 -6.045  -0.393
O 3.090 -6.645 -7.266  0.043
O 1.685 -4.751 -2.302  0.038
H 2.391 -4.276 -6.847  0.106
H 1.920 -3.170 -4.530  0.102
H 2.380 -7.009 -2.796  0.119
H 3.103 -7.931 -5.102  0.115
H 2.354 -6.508 -7.868  0.109
H 1.444 -3.829 -2.192  0.043
C 2.191 4.754 0.001  -0.020
C 1.351 4.475 1.047  0.009
C 1.670 5.003 2.324  -0.245
C 2.896 5.621 2.568  -0.007
C 3.781 5.767 1.503  -0.015
C 3.466 5.281 0.196  -0.278
O 4.368 5.508 -0.850  0.010
O 0.830 4.710 3.396  -0.010
H 2.003 4.397 -1.001  0.110
H 0.404 3.982 0.881  0.095
H 3.138 5.921 3.577  0.119
H 4.644 6.410 1.592  0.108
H 4.992 6.200 -0.618  0.098
H 1.173 5.017 4.239  0.067
C 5.291 2.767 -2.324  -0.026
C 4.748 1.824 -3.193  -0.006
C 5.244 0.445 -3.254  -0.284
C 6.194 0.048 -2.290  -0.019
C 6.695 0.983 -1.438  -0.037
C 6.271 2.290 -1.430  -0.370
O 6.918 3.222 -0.744  0.059
O 4.704 -0.482 -4.111  0.017
H 5.269 3.826 -2.537  0.110
H 3.979 2.194 -3.854  0.099
H 6.477 -0.994 -2.296  0.119
H 7.510 0.736 -0.773  0.122
H 6.402 4.032 -0.769  0.082
H 4.211 -0.100 -4.841  0.102
C -1.861 2.616 -5.078  -0.018
C -1.624 2.236 -6.368  -0.007
C -1.367 0.904 -6.694  -0.305
C -1.144 0.053 -5.616  -0.014
C -1.443 0.378 -4.281  -0.011
C -1.772 1.686 -4.063  -0.311
O -2.176 2.042 -2.800  0.018
O -1.167 0.483 -7.998  0.040
H -2.069 3.652 -4.851  0.122
H -1.679 2.978 -7.151  0.120
H -0.764 -0.931 -5.845  0.109
H -1.312 -0.362 -3.506  0.101
H -2.415 1.293 -2.248  0.071
H -1.575 -0.385 -8.024  0.069
C -2.803 -2.602 -6.799  -0.017
C -3.778 -1.935 -6.029  -0.015
C -3.810 -2.048 -4.629  -0.256
C -2.912 -2.965 -4.037  0.016
C -1.845 -3.548 -4.780  0.010
C -1.861 -3.448 -6.159  -0.381
O -0.864 -4.016 -6.822  0.060
O -4.749 -1.430 -3.761  0.006
H -2.649 -2.331 -7.833  0.109
H -4.435 -1.218 -6.498  0.116
H -2.922 -3.052 -2.961  0.103
H -1.149 -4.249 -4.343  0.107
H -1.268 -4.509 -7.539  0.119
H -5.456 -0.979 -4.230  0.119
C -3.176 -0.691 0.640  -0.013
C -3.600 -1.151 1.882  0.001
C -4.895 -1.694 1.896  -0.270
C -5.737 -1.714 0.803  -0.026
C -5.298 -1.348 -0.439  -0.023
C -4.055 -0.778 -0.471  -0.291
O -3.498 -0.359 -1.662  0.005
O -5.356 -2.186 3.139  0.018
H -2.140 -0.434 0.477  0.091
H -2.897 -1.116 2.701  0.113
H -6.688 -2.185 1.004  0.123
H -6.001 -1.442 -1.253  0.119
H -4.107 -0.763 -2.283  0.036
H -4.687 -2.340 3.810  0.052
C 0.844 5.760 -4.017  -0.012
C -0.023 4.977 -3.231  -0.016
C -0.875 5.483 -2.195  -0.323
C -0.836 6.875 -2.018  0.002
C 0.095 7.647 -2.746  -0.021
C 0.867 7.096 -3.768  -0.346
O 1.500 7.932 -4.670  0.024
O -1.870 4.713 -1.732  0.059
H 1.406 5.440 -4.882  0.120
H -0.100 3.903 -3.312  0.089
H -1.490 7.429 -1.362  0.111
H 0.119 8.713 -2.574  0.107
H 1.158 8.829 -4.685  0.097
H -1.768 3.868 -2.177  0.049
C -3.305 3.046 1.661  0.017
C -4.553 3.707 1.555  0.006
C -4.822 4.863 2.303  -0.367
C -3.843 5.397 3.070  -0.023
C -2.563 4.854 3.071  -0.010
C -2.281 3.720 2.339  -0.330
O -1.058 3.185 2.531  0.015
O -6.010 5.505 2.338  0.045
H -2.995 2.155 1.135  0.088
H -5.390 3.331 0.985  0.107
H -3.959 6.252 3.720  0.118
H -1.748 5.301 3.621  0.109
H -0.319 3.735 2.799  0.020
H -6.739 4.893 2.209  0.103
C -1.787 -7.388 -0.305  -0.009
C -2.392 -8.108 0.775  0.012
C -3.489 -7.553 1.476  -0.338
C -4.077 -6.387 0.998  -0.019
C -3.490 -5.663 -0.059  0.023
C -2.316 -6.199 -0.707  -0.372
O -1.735 -5.464 -1.637  0.037
O -4.076 -8.076 2.629  0.013
H -0.812 -7.587 -0.725  0.119
H -2.086 -9.110 1.036  0.108
H -4.922 -5.981 1.533  0.122
H -3.864 -4.711 -0.407  0.107
H -1.438 -5.958 -2.405  0.118
H -4.667 -8.815 2.465  0.104
C 1.285 -2.940 5.165  -0.033
C 2.530 -2.502 4.943  -0.032
C 3.353 -2.046 6.003  -0.306
C 2.768 -2.147 7.309  -0.009
C 1.439 -2.575 7.498  -0.013
C 0.670 -2.968 6.408  -0.309
O -0.669 -3.228 6.578  0.042
O 4.600 -1.500 5.885  0.040
H 0.658 -3.190 4.322  0.103
H 2.942 -2.255 3.975  0.114
H 3.415 -1.804 8.103  0.102
H 0.973 -2.445 8.463  0.112
H -1.002 -3.716 7.334  0.116
H 5.018 -1.299 6.726  0.104
C -1.921 -4.162 3.095  -0.072
C -1.802 -5.483 3.912  -0.069
O -2.932 -5.377 4.728  0.094
C -3.362 -4.141 4.800  -0.593
O -4.244 -3.661 5.509  0.119
O -2.732 -3.366 3.939  0.024
H -2.607 -4.150 2.248  0.122
H -0.956 -3.721 2.844  0.103
H -0.917 -5.638 4.529  0.135
H -1.985 -6.315 3.232  0.114

***

[3]
Below is 7 unconnected molecules or ions with the total composition C6H24ClN12O6 at a distorted geometry, with properties calculated with wB97M-V/def2-TZVPD.

The spin multiplicity is 1. Its relative energy (zero: lowest compared OMol25 entry of this formula, charge and spin) is 6.240 eV. The charge is -1.

Each line ends with the natural charge from an NBO analysis.
Atoms and positions in Å:
Cl -7.032 19.704 0.306  -0.999
C -1.423 16.838 -3.007  0.747
O -0.186 16.817 -3.048  -0.705
N -2.038 17.895 -2.724  -0.801
N -2.202 15.787 -3.356  -0.857
H -3.036 17.908 -2.570  0.398
H -1.419 18.599 -2.347  0.416
H -1.688 14.931 -3.511  0.410
H -3.194 15.928 -3.485  0.391
C -11.685 17.916 -4.142  0.737
O -11.911 17.864 -2.904  -0.682
N -10.616 18.563 -4.562  -0.826
N -12.455 17.381 -5.035  -0.822
H -9.884 18.875 -3.939  0.431
H -10.502 18.762 -5.545  0.365
H -13.354 17.032 -4.736  0.416
H -12.149 17.383 -5.998  0.381
C -4.098 26.097 -1.268  0.752
O -4.322 26.122 -0.052  -0.671
N -4.336 25.069 -1.980  -0.819
N -3.780 27.172 -2.050  -0.851
H -4.676 24.356 -1.350  0.434
H -4.057 24.987 -2.947  0.390
H -3.610 27.037 -3.037  0.368
H -3.395 28.034 -1.692  0.397
C -6.227 12.592 1.977  0.743
O -6.306 11.929 2.981  -0.670
N -5.227 12.615 1.207  -0.806
N -7.069 13.507 1.541  -0.827
H -4.505 11.930 1.377  0.391
H -5.310 12.898 0.242  0.378
H -7.732 13.969 2.147  0.412
H -6.816 14.030 0.715  0.379
C -8.048 16.537 6.390  0.718
O -8.893 17.142 5.736  -0.684
N -6.837 16.851 6.291  -0.792
N -8.207 15.607 7.210  -0.804
H -6.494 17.440 5.546  0.420
H -6.209 16.211 6.756  0.354
H -9.169 15.352 7.383  0.404
H -7.462 15.166 7.729  0.383
C -0.998 18.916 3.255  0.749
O 0.012 19.115 3.897  -0.682
N -1.730 17.817 3.222  -0.830
N -1.489 19.874 2.521  -0.827
H -2.381 17.705 2.458  0.390
H -1.439 16.947 3.645  0.400
H -2.449 19.835 2.207  0.394
H -1.010 20.755 2.402  0.406

***

[4]
Below is a molecular structure, C41H49Cl3N2O2P2PdSi at a distorted geometry, with properties calculated with wB97M-V/def2-TZVPD.

The spin multiplicity is 1. Its relative energy (zero: lowest compared OMol25 entry of this formula, charge and spin) is 0.000 eV. The charge is +2.

Each line ends with the Löwdin charge.
Atoms and positions in Å:
Pd -0.929 -0.499 0.652  0.674
C -2.798 2.356 -0.811  -0.099
C -3.219 2.048 0.628  -0.519
C -4.638 2.562 0.930  -0.081
P -2.986 0.264 0.960  1.022
C -3.679 -0.169 2.608  -0.495
C -3.096 -1.502 3.079  -0.116
C -3.543 0.938 3.673  -0.085
C -3.908 -0.700 -0.220  -0.297
C -5.262 -0.508 -0.528  -0.039
C -5.944 -1.404 -1.325  -0.270
C -7.394 -1.214 -1.677  -0.043
C -5.238 -2.532 -1.768  -0.011
C -3.906 -2.738 -1.481  -0.006
C -3.187 -1.787 -0.733  -0.320
N -1.844 -1.898 -0.441  -0.104
C -1.044 -2.896 -1.046  -0.256
C -0.866 -2.937 -2.441  -0.231
C -1.475 -1.919 -3.375  -0.046
C -0.089 -3.951 -2.993  -0.017
C 0.516 -4.928 -2.214  -0.264
C 1.348 -6.011 -2.841  -0.036
C 0.322 -4.873 -0.838  -0.005
C -0.453 -3.886 -0.241  -0.246
C -0.765 -3.990 1.228  -0.072
H -2.734 3.435 -0.959  0.096
H -3.527 1.958 -1.517  0.089
H -1.832 1.913 -1.076  0.038
H -2.527 2.550 1.313  0.092
H -5.239 2.581 0.022  0.083
H -4.584 3.583 1.309  0.093
H -5.166 1.971 1.678  0.068
H -4.733 -0.342 2.372  0.115
H -2.013 -1.434 3.207  0.052
H -3.307 -2.309 2.376  0.077
H -3.535 -1.766 4.041  0.093
H -2.995 0.560 4.536  0.079
H -4.520 1.260 4.029  0.087
H -3.019 1.827 3.322  0.059
H -5.801 0.338 -0.118  0.103
H -7.804 -0.318 -1.213  0.077
H -7.989 -2.069 -1.352  0.087
H -7.525 -1.127 -2.757  0.086
H -5.764 -3.279 -2.352  0.127
H -3.411 -3.637 -1.826  0.122
H -2.267 -2.370 -3.975  0.100
H -0.725 -1.556 -4.086  0.089
H -1.908 -1.070 -2.851  0.069
H 0.047 -3.974 -4.070  0.130
H 2.339 -5.635 -3.108  0.084
H 0.886 -6.382 -3.756  0.087
H 1.486 -6.850 -2.161  0.082
H 0.762 -5.641 -0.211  0.124
H -0.008 -4.582 1.743  0.084
H -1.726 -4.490 1.369  0.100
H -0.844 -3.022 1.723  0.004
O 0.432 1.970 0.744  -0.057
N -0.024 1.055 1.707  -0.135
C 0.811 0.947 2.677  -0.125
C 2.043 1.750 2.832  -0.179
C 2.115 2.333 4.095  -0.007
C 3.090 3.263 4.419  -0.023
C 4.033 3.591 3.472  -0.022
C 4.026 2.955 2.236  -0.082
C 3.052 2.026 1.877  -0.221
P 3.483 1.176 0.243  1.084
C 3.009 2.272 -1.106  -0.376
C 2.841 3.640 -0.898  -0.068
C 2.504 4.462 -1.961  -0.044
C 2.333 3.930 -3.232  -0.041
C 2.494 2.567 -3.444  -0.051
C 2.820 1.738 -2.382  -0.122
C 5.299 1.270 0.299  -0.390
C 5.988 0.601 1.315  -0.140
C 7.356 0.751 1.443  -0.042
C 8.051 1.561 0.551  -0.036
C 7.377 2.210 -0.470  -0.042
C 6.002 2.069 -0.599  -0.065
H -0.281 2.005 0.089  0.058
H 0.472 0.325 3.497  0.137
H 1.357 2.083 4.827  0.128
H 3.105 3.722 5.399  0.127
H 4.805 4.316 3.691  0.127
H 4.836 3.172 1.558  0.109
H 2.964 4.068 0.088  0.109
H 2.381 5.523 -1.795  0.120
H 2.075 4.579 -4.058  0.120
H 2.370 2.153 -4.436  0.120
H 2.942 0.682 -2.554  0.021
H 5.458 -0.022 2.022  0.086
H 7.882 0.239 2.237  0.121
H 9.120 1.686 0.657  0.121
H 7.917 2.839 -1.165  0.120
H 5.486 2.579 -1.402  0.110
O 0.192 0.152 -1.773  -0.119
H 0.114 -0.617 -2.352  -0.004
H 0.111 0.921 -2.348  0.060
Cl 1.394 -1.591 1.096  0.522
Si 2.962 -1.101 -0.095  -0.647
Cl 4.532 -2.157 0.566  0.441
Cl 2.733 -1.637 -2.008  0.486

***

Number 1: gap between HOMO and LUMO 5.584 eV, E_tot -84277.9521 eV, HOMO energy -3.528 eV. Number 2: gap between HOMO and LUMO 7.628 eV, E_tot -137553.7765 eV, HOMO energy -7.488 eV. Number 3: gap between HOMO and LUMO 5.955 eV, E_tot -49304.4176 eV, HOMO energy -3.979 eV. Number 4: gap between HOMO and LUMO 5.641 eV, E_tot -117880.7419 eV, HOMO energy -11.409 eV.